Record 1
ORCA calculation (wB97M-V/def2-TZVPD) on a single C5H12N2 molecule.

Atoms and positions in Å:
C: 0.63 0.91 -0.02
C: -0.80 0.85 -0.57
C: -1.85 1.59 0.28
C: -2.24 1.28 1.50
N: 1.57 -0.07 -0.75
C: 1.52 -1.43 -0.09
N: 0.93 -2.53 -0.88
H: 1.21 1.93 -0.03
H: 0.55 0.82 1.09
H: -1.23 -0.21 -0.46
H: -0.83 0.98 -1.66
H: -2.37 2.35 -0.25
H: -2.91 1.87 2.00
H: -1.77 0.32 2.12
H: 2.56 0.41 -0.73
H: 2.47 -1.66 0.20
H: 0.92 -1.52 0.83
H: 1.15 -3.52 -0.83
H: 0.47 -2.37 -1.76

Results
Energy above the lowest of the compared OMol25 structures with the same formula, charge and spin in kcal per mole: 73.42
E_tot in Ha: -307.11233
Gap between HOMO and LUMO in eV: 9.600
SMILES: C=CCCNCN

=====

Record 2
ORCA calculation (wB97M-V/def2-TZVPD) on 2 unconnected molecules or ions with the total composition C5H12N2.

Atoms and positions in Å:
C: -0.29 -0.31 1.59
C: 1.02 0.39 1.90
C: -0.07 -2.14 -0.28
N: 0.20 -1.83 0.89
H: -1.14 0.37 1.41
H: -0.68 -0.79 2.49
H: 0.36 -3.01 -0.76
H: -0.66 -1.45 -0.95
H: 0.89 1.13 2.69
H: 1.42 0.89 1.02
H: 1.75 -0.34 2.23
C: 0.50 1.17 -1.89
C: -0.72 0.61 -1.23
N: -1.88 0.76 -1.70
H: -2.62 0.33 -1.14
H: -0.51 0.29 -0.13
H: 1.27 0.40 -1.95
H: 0.89 1.99 -1.29
H: 0.26 1.54 -2.89

Results
Energy above the lowest of the compared OMol25 structures with the same formula, charge and spin in kcal per mole: 86.22
E_tot in Ha: -307.09194
Gap between HOMO and LUMO in eV: 10.546
SMILES: [H]/N=C/C.C=NCC

=====

Record 3
ORCA calculation (wB97M-V/def2-TZVPD) on a single C5H12N2 molecule.

Atoms and positions in Å:
C: 2.86 0.78 0.15
C: 1.67 0.21 -0.64
C: 0.64 -0.40 0.34
C: -0.63 0.46 0.37
N: -3.10 -0.60 -0.70
C: -2.60 -0.83 0.57
N: -1.66 -0.23 1.15
H: 2.47 1.47 0.90
H: 3.62 1.29 -0.43
H: 3.32 -0.03 0.72
H: 2.01 -0.59 -1.30
H: 1.20 1.01 -1.21
H: 0.35 -1.38 -0.05
H: 0.99 -0.50 1.36
H: -0.49 1.45 0.79
H: -0.93 0.61 -0.67
H: -2.83 0.20 -1.24
H: -3.68 -1.29 -1.15
H: -3.20 -1.63 1.03

Results
Energy above the lowest of the compared OMol25 structures with the same formula, charge and spin in kcal per mole: 20.10
E_tot in Ha: -307.19731
Gap between HOMO and LUMO in eV: 9.750
SMILES: CCCC/N=C\N

=====

Record 4
ORCA calculation (wB97M-V/def2-TZVPD) on a single C5H12N2 molecule.

Atoms and positions in Å:
N: -0.47 -0.18 1.37
C: -1.21 -1.39 0.99
C: -0.68 -1.76 -0.45
C: -0.17 -0.36 -0.96
C: 0.50 0.20 0.28
C: 0.54 1.75 0.22
N: 1.28 2.39 -0.90
H: 0.19 -0.45 2.08
H: -0.95 -2.11 1.70
H: -2.21 -1.13 1.26
H: -1.49 -2.14 -0.95
H: -0.08 -2.59 -0.32
H: 0.50 -0.44 -1.81
H: -1.16 0.19 -1.48
H: 1.58 -0.29 0.42
H: -0.54 2.01 0.02
H: 1.03 2.20 1.12
H: 2.32 2.23 -0.83
H: 1.02 1.87 -1.76

Results
Energy above the lowest of the compared OMol25 structures with the same formula, charge and spin in kcal per mole: 47.10
E_tot in Ha: -307.15428
Gap between HOMO and LUMO in eV: 9.934
SMILES: NC[C@@H]1CCCN1

=====

- What is the gap between HOMO and LUMO in the third record?
  9.750 eV